Record 1
Here is a molecular structure, C39H95N9O5 in a non-equilibrium geometry from OMol25. Energies are from ωB97M-V/def2-TZVPD.

Geometry as XYZ:
```
148
Properties=species:S:1:pos:R:3:forces:R:3
C 0.5814 2.9123 -1.0665 -1.53 3.12 -0.70
C -0.5630 3.6730 -0.3868 1.42 -0.27 -0.55
N -0.5486 5.0784 -0.7225 -0.04 0.99 0.89
C -0.7871 5.3437 -2.1165 -2.69 0.38 0.06
C -2.1904 4.7733 -2.5570 1.20 0.48 -0.21
C 0.6543 5.8492 -0.3205 -1.05 -1.41 0.87
C 1.0785 5.5756 1.1223 1.23 0.44 0.23
H 0.3558 1.8478 -1.1307 0.55 2.69 0.48
H 1.5121 3.1685 -0.5603 -0.73 0.59 -1.01
H 0.5873 3.2099 -2.1151 0.22 0.34 -0.18
H -1.4814 3.1971 -0.7308 0.93 2.18 0.22
H -0.4792 3.4791 0.6825 -0.17 0.45 0.36
H -0.8746 6.4287 -2.1736 0.11 0.19 -0.20
H -0.0057 5.0695 -2.8253 0.28 -0.40 -0.02
H -3.0107 5.0237 -1.8843 0.35 0.17 0.35
H -2.4568 5.2385 -3.5061 0.06 -0.26 -0.24
H -2.1768 3.6869 -2.6444 0.19 0.62 -0.34
H 0.3882 6.9015 -0.4206 0.32 0.01 -0.30
H 1.4363 5.5178 -1.0036 0.62 0.56 -0.04
H 2.0071 6.0985 1.3510 0.30 0.37 -0.44
H 1.4053 4.5520 1.3056 -0.60 -0.24 -0.01
H 0.4609 5.9659 1.9312 -0.72 -0.42 -0.33
C 3.3905 -2.2320 0.5471 3.99 -2.36 0.14
C 4.3226 -3.3132 1.0632 0.78 0.30 0.37
N 5.3154 -2.8136 2.0062 -0.25 -1.17 1.10
C 4.8135 -2.2521 3.2493 -0.68 -1.59 1.15
C 3.7781 -3.1951 3.9544 0.38 0.20 -0.37
C 6.4157 -2.0672 1.5056 0.99 -0.17 -0.61
C 7.0791 -2.7464 0.3144 -0.41 0.23 -0.57
H 2.7069 -2.6881 -0.1690 0.98 -0.57 0.69
H 3.9121 -1.4342 0.0183 -0.22 -1.25 0.95
H 2.7755 -1.7765 1.3233 3.88 -0.71 -0.83
H 3.7810 -4.1303 1.5396 0.46 0.27 0.06
H 4.8099 -3.8793 0.2694 0.30 0.44 -0.31
H 5.6353 -2.1604 3.9595 0.31 0.32 -0.30
H 4.3375 -1.2770 3.1458 -0.02 0.51 -0.18
H 2.8279 -3.1297 3.4244 2.15 -0.09 1.45
H 4.0934 -4.2384 3.9679 0.28 -0.10 -0.43
H 3.5680 -3.0218 5.0099 0.30 0.77 0.07
H 7.2038 -2.0439 2.2583 -0.23 0.36 0.43
H 6.0985 -1.0507 1.2724 0.30 0.54 -0.18
H 6.4495 -2.6233 -0.5668 0.37 -0.45 0.17
H 7.2076 -3.8055 0.5377 0.08 -0.01 -0.10
H 8.0339 -2.3141 0.0151 0.10 0.10 0.42
C 2.4076 1.5469 0.0577 1.11 -0.43 0.65
C 2.6508 1.1466 -1.4174 1.04 0.85 0.17
N 4.0883 1.0534 -1.8186 -0.33 -1.24 0.46
C 4.8090 -0.0869 -1.1694 0.38 0.91 -0.95
C 4.6422 -1.4322 -1.8506 0.03 -0.81 -0.48
C 4.8489 2.2877 -1.7100 0.50 0.30 -0.75
C 5.9512 2.4450 -2.8008 -0.46 -0.70 0.93
H 2.8196 0.7832 0.7174 0.35 0.54 0.31
H 1.3594 1.7326 0.2919 0.83 -0.95 0.50
H 2.8271 2.5351 0.2463 0.78 -0.25 0.31
H 2.0341 0.2697 -1.6141 1.60 0.45 -0.68
H 2.1832 1.9469 -1.9909 0.57 -0.34 -0.41
H 5.8855 0.0788 -1.2124 0.08 0.51 -0.05
H 4.5995 -0.1510 -0.1017 0.03 0.55 0.00
H 5.1618 -1.4762 -2.8078 -0.55 0.39 -0.32
H 5.1065 -2.2630 -1.3193 0.03 0.50 0.19
H 3.6164 -1.7997 -1.8788 0.00 0.40 -0.92
H 5.3209 2.3827 -0.7321 0.11 0.10 0.35
H 4.2177 3.1676 -1.8339 -0.48 -0.20 0.12
H 6.7370 1.7056 -2.6465 0.09 -0.07 -0.04
H 6.4078 3.4274 -2.6807 -0.05 0.05 -0.33
H 5.5263 2.2640 -3.7881 0.03 0.33 0.00
C -1.6961 -2.7229 -0.6534 2.01 0.35 1.80
C -1.8828 -2.6272 0.8670 6.47 -5.32 1.53
N -0.5953 -2.4414 1.5789 -0.17 -6.39 3.04
C -0.7701 -1.8439 2.9269 -0.47 -2.26 1.32
C -1.4870 -2.7441 3.9440 0.80 0.86 0.50
C 0.3778 -3.5529 1.5113 -1.48 0.33 -0.03
C 1.6676 -3.2256 2.1845 -2.82 -1.13 1.03
H -2.4328 -2.1634 -1.2299 2.49 -0.16 2.00
H -1.7869 -3.7437 -1.0247 0.71 0.00 0.13
H -0.7360 -2.2528 -0.8663 0.13 -0.53 -0.53
H -2.5811 -1.8264 1.1104 5.91 -2.54 2.80
H -2.4231 -3.5412 1.1136 0.34 -0.55 0.90
H -1.3698 -0.9378 2.8400 2.00 -0.70 0.07
H 0.1753 -1.5078 3.3527 0.24 -0.19 -0.26
H -1.3743 -2.2370 4.9023 -0.30 0.13 0.26
H -0.9457 -3.6748 4.1141 -0.38 -0.28 -0.43
H -2.5552 -2.8423 3.7511 0.24 -0.47 -0.15
H -0.1367 -4.4203 1.9248 0.35 -0.51 0.16
H 0.5324 -3.7580 0.4521 -0.14 -0.20 -0.10
H 1.5196 -3.2076 3.2643 -1.09 -0.30 -0.39
H 2.3999 -4.0025 1.9652 -0.87 0.44 0.20
H 2.0424 -2.2398 1.9092 -1.99 -1.77 1.79
C -3.5295 -0.5890 2.7006 -1.70 0.24 0.87
C -4.1097 -1.0447 1.3629 -4.21 0.45 1.70
O -3.3751 -1.4853 0.5085 -11.72 6.32 -3.31
N -5.4729 -1.0147 1.2342 0.65 -0.05 0.55
C -6.4400 -0.5888 2.2215 -0.67 0.00 0.46
H -3.9730 -1.1844 3.4987 -0.07 -0.11 0.01
H -3.8310 0.4401 2.8962 0.05 0.08 -0.04
H -2.4415 -0.6369 2.7445 -2.51 0.16 0.27
H -5.9166 -1.3019 0.3735 0.57 -0.09 -0.09
H -7.0639 0.1973 1.7963 0.03 0.10 0.06
H -6.0551 -0.2388 3.1794 0.49 0.09 -0.40
H -7.1028 -1.4078 2.5009 -0.06 -0.18 -0.18
C 1.5872 -1.1799 -0.0745 -3.84 1.01 -1.22
C 0.3591 -0.3007 -0.1911 0.58 -1.02 2.76
O 0.2931 0.5418 -1.1012 7.85 -4.33 6.62
N -0.5312 -0.4652 0.8106 0.64 7.97 -4.44
C -1.7354 0.3461 0.9254 2.76 -0.53 -0.81
H 2.3268 -0.8612 0.6601 -2.41 1.53 -1.08
H 2.2077 -1.3385 -0.9565 -1.35 0.75 -0.25
H 1.1906 -2.1588 0.1948 -0.03 0.96 -0.15
H -0.4398 -1.2672 1.4177 1.68 0.05 -1.27
H -2.5699 -0.3110 1.1701 3.05 2.47 -0.51
H -2.0358 0.8035 -0.0173 2.58 -1.31 0.57
H -1.6176 1.1326 1.6709 0.17 0.11 0.13
C -0.3578 -1.0169 -3.6145 -0.25 -0.19 -0.50
C -1.5440 -0.1502 -3.3019 -0.69 2.67 0.96
O -2.5967 -0.1469 -3.9819 1.84 0.36 -0.80
N -1.3731 0.6104 -2.1984 -6.75 0.16 -5.96
C -2.3464 1.6172 -1.7736 2.55 -3.86 -2.49
H -0.0209 -0.6911 -4.5986 0.04 -0.42 -0.15
H -0.7405 -2.0374 -3.6305 0.43 -0.26 -0.35
H 0.4844 -0.9385 -2.9270 -0.25 0.05 0.05
H -0.5400 0.4894 -1.6402 -3.40 -0.13 -2.43
H -1.9765 2.1551 -0.9007 0.21 -1.18 -3.00
H -3.1604 1.0166 -1.3674 1.14 1.56 -1.03
H -2.8379 2.1823 -2.5655 2.63 -1.29 -0.43
C -3.3892 1.9873 0.3777 -3.38 2.40 1.64
C -4.3879 2.5818 -0.6671 1.94 0.36 -1.67
O -4.0543 2.7052 -1.8468 -5.49 2.84 2.21
N -5.5948 2.9213 -0.2908 -2.03 1.03 1.88
C -6.7378 3.4377 -1.0414 -0.46 -0.34 -0.50
H -3.3057 0.9025 0.3127 -1.96 1.54 -0.04
H -3.6396 2.2062 1.4157 -0.81 0.25 0.21
H -2.3941 2.4231 0.2887 -1.46 0.23 0.91
H -5.6954 3.1245 0.6934 -0.06 -0.41 0.06
H -6.7477 3.4492 -2.1313 1.09 -0.59 0.05
H -6.9763 4.4805 -0.8319 0.05 -0.09 0.66
H -7.5416 2.7529 -0.7713 -0.45 0.50 0.04
C -4.3295 -3.4491 -0.8282 0.61 0.20 -0.78
C -3.5784 -3.1227 -2.1421 -2.50 -3.47 -1.77
O -3.2445 -3.9909 -2.9498 -0.04 -0.46 0.79
N -3.2716 -1.8880 -2.4538 -2.66 2.43 -0.39
C -3.7080 -0.7145 -1.6958 -2.07 -0.90 -1.21
H -5.3156 -2.9851 -0.8064 -0.16 -0.25 -0.18
H -3.7208 -2.9197 -0.0951 -1.33 -1.51 -0.52
H -4.3677 -4.5134 -0.5960 -0.08 0.08 -0.53
H -2.6598 -1.7882 -3.2511 -0.85 0.06 -0.16
H -4.5748 -0.9867 -1.0935 0.11 -0.18 -0.33
H -4.1172 0.0596 -2.3450 0.47 -0.40 -0.37
H -2.9534 -0.2984 -1.0284 -0.26 -1.32 -0.86
```
Forces are in eV/Å.

Output
HOMO-LUMO gap	7.4	eV
HOMO level	-7.5	eV
ΔE to the lowest compared entry with this formula, charge and spin	3505.7	kJ/mol


Record 2
Here is a molecular structure, C37H38N3PS3SeTl in a non-equilibrium geometry from OMol25. Energies are from ωB97M-V/def2-TZVPD.

Geometry as XYZ:
```
84
Properties=species:S:1:pos:R:3:forces:R:3
Tl 0.0818 -0.6346 1.1218 0.07 -0.44 0.18
C 4.8000 -2.1229 0.3718 0.19 0.44 0.02
C 4.5032 -2.4587 1.8213 -0.51 -0.01 0.07
S 2.8256 -1.9762 2.3943 0.41 0.08 0.12
C 3.2130 -0.6071 3.5344 -0.11 -0.35 -0.44
C 3.6610 0.6695 2.8602 -0.27 0.37 -0.02
S 2.3686 1.4017 1.7780 0.44 -0.01 0.05
C 3.2849 1.6097 0.2113 -0.25 -0.12 0.37
C 3.6560 0.3295 -0.5165 0.41 -0.18 -0.03
S 5.2528 -0.3880 0.0499 -0.26 -0.12 -0.18
H 3.9492 -2.3616 -0.2612 0.15 -0.06 -0.04
H 5.6647 -2.7038 0.0481 -0.06 -0.06 -0.09
H 5.2196 -1.9860 2.4902 0.09 -0.11 0.05
H 4.5449 -3.5417 1.9488 0.12 0.05 0.09
H 3.9788 -0.9532 4.2293 -0.07 0.03 0.09
H 2.2900 -0.4478 4.0897 -0.03 -0.01 0.16
H 4.5360 0.5051 2.2346 -0.03 0.02 0.14
H 3.8951 1.4101 3.6245 0.06 0.06 -0.02
H 4.1739 2.1972 0.4361 -0.04 0.16 -0.10
H 2.6084 2.2122 -0.3970 0.08 0.08 -0.05
H 3.7924 0.5547 -1.5755 -0.12 -0.03 -0.03
H 2.8881 -0.4348 -0.4067 -0.02 0.05 -0.05
N -1.1356 0.8665 3.1920 0.02 -0.02 0.34
C -2.2929 1.6870 3.0723 -0.26 0.31 -0.14
C -3.1118 1.9207 4.1701 0.00 -0.06 0.08
C -4.1845 2.7891 4.0825 0.02 -0.04 -0.06
C -4.4566 3.4259 2.8838 -0.07 0.07 -0.08
C -3.6824 3.1562 1.7702 0.01 0.01 0.10
C -2.6051 2.2790 1.8443 0.42 -0.19 0.06
P -1.6016 1.8506 0.3574 -0.81 0.59 -0.08
C -2.7913 0.7434 -0.4926 0.28 -0.07 0.01
C -2.7187 0.6260 -1.8818 -0.01 0.00 0.05
C -3.5750 -0.2179 -2.5659 0.00 0.04 0.01
C -4.5083 -0.9643 -1.8599 -0.07 0.01 0.01
C -4.5613 -0.8776 -0.4765 -0.17 -0.04 -0.12
C -3.7001 -0.0382 0.2119 0.07 0.13 -0.10
C -1.8321 3.3994 -0.5990 0.28 -0.20 -0.01
C -0.8401 4.3639 -0.4563 0.00 -0.14 -0.03
C -0.9723 5.6039 -1.0550 0.05 0.15 0.03
C -2.0991 5.8920 -1.8059 0.03 0.00 -0.02
C -3.0816 4.9287 -1.9710 -0.08 0.03 -0.02
C -2.9555 3.6887 -1.3701 0.07 -0.03 -0.07
H -0.3022 1.4427 3.1025 0.01 -0.04 0.10
H -1.1242 0.4169 4.1051 0.12 0.09 -0.18
H -2.8873 1.4359 5.1088 0.06 -0.03 0.15
H -4.7920 2.9931 4.9513 -0.03 -0.05 0.08
H -5.2668 4.1357 2.8146 -0.10 0.01 -0.01
H -3.9112 3.6453 0.8352 -0.03 0.02 0.02
H -2.0106 1.2338 -2.4292 0.05 0.06 -0.12
H -3.5209 -0.2874 -3.6430 -0.01 0.00 -0.07
H -5.1980 -1.6047 -2.3908 -0.03 -0.07 0.00
H -5.2810 -1.4689 0.0671 -0.05 -0.07 0.08
H -3.7467 0.0223 1.2909 -0.07 0.01 0.04
H 0.0362 4.1330 0.1345 0.12 0.04 0.07
H -0.1997 6.3478 -0.9308 0.07 0.06 0.01
H -2.2123 6.8617 -2.2658 0.01 0.08 -0.05
H -3.9580 5.1477 -2.5621 -0.08 0.02 -0.06
H -3.7330 2.9498 -1.5066 -0.03 0.01 0.03
N 0.5667 -0.3906 -1.6028 -0.07 0.09 -0.26
C 1.0962 -1.2153 -2.6580 0.05 -0.10 -0.18
C 1.4043 -0.6181 -3.8783 0.00 0.02 -0.01
C 1.9261 -1.3403 -4.9330 -0.02 0.02 0.06
C 2.1434 -2.6984 -4.7796 0.01 -0.05 -0.01
C 1.8486 -3.3018 -3.5737 -0.11 0.02 -0.11
C 1.3262 -2.5868 -2.4917 0.07 0.07 -0.17
C 1.1705 -3.3237 -1.2160 -0.21 0.06 0.18
C 2.2681 -4.0408 -0.7355 -0.10 -0.04 0.01
C 2.2232 -4.7363 0.4579 0.01 -0.02 -0.06
C 1.0656 -4.7278 1.2156 0.04 -0.05 -0.07
C -0.0567 -4.0854 0.7325 -0.12 -0.02 -0.03
C -0.0137 -3.4086 -0.4815 -0.19 -0.27 0.09
H 0.8627 0.5676 -1.7794 -0.07 -0.05 0.10
H -0.4530 -0.3800 -1.6838 0.10 0.06 0.09
H 1.2251 0.4405 -4.0036 -0.04 0.14 0.04
H 2.1473 -0.8481 -5.8679 0.03 0.04 -0.06
H 2.5393 -3.2816 -5.5959 0.03 -0.08 -0.07
H 2.0027 -4.3643 -3.4618 0.05 -0.11 0.04
H 3.1679 -4.0594 -1.3318 0.09 0.04 -0.06
H 3.0866 -5.2926 0.7846 0.13 -0.07 0.07
H 1.0181 -5.2493 2.1581 0.00 -0.06 0.10
H -0.9834 -4.1533 1.2833 -0.01 0.02 0.07
Se -1.6483 -2.7154 -1.2513 0.50 0.01 -0.43
C -2.7844 -3.3083 0.0409 0.15 -0.03 -0.13
N -3.5236 -3.6833 0.8331 -0.34 -0.18 0.44
```
Forces are in eV/Å.

Output
HOMO-LUMO gap	8.8	eV
total charge	+1
HOMO level	-10.9	eV


HOMO level of number 1 (C39H95N9O5)?
-7.5 eV


Look up the HOMO level of the second one.
-10.9 eV